An isolated ion of composition C4H2IO3 and charge -1 in a non-equilibrium geometry, computed with wB97M-V/def2-TZVPD.

## Properties
Gap between HOMO and LUMO   7.90 eV
HOMO   -5.1 eV
E_tot   -18424.61883 eV
Net charge   -1
ΔE to the lowest compared entry with this formula, charge and spin   0.00 kcal/mol
SMILES string   O=C/C(I)=C\C(=O)[O-]

Structure (XYZ):
```
10
Properties=species:S:1:pos:R:3:forces:R:3
O 1.009 -1.152 -2.228 0.07 -0.08 -0.11
C 0.331 -0.655 -1.356 -0.55 0.12 -0.83
C 0.724 -0.487 0.019 1.31 -0.62 0.66
I 2.716 -1.302 0.389 -0.60 0.23 0.09
C 0.003 0.078 0.971 -0.48 0.70 -0.14
C -1.253 0.993 0.648 1.13 -0.68 0.52
O -1.059 2.083 1.183 -0.07 0.84 0.33
O -2.139 0.542 -0.058 -0.99 -0.35 -0.63
H -0.690 -0.284 -1.551 0.08 -0.02 0.04
H 0.358 0.183 1.985 0.10 -0.15 0.08
```
Forces are in eV/Å.


C4H2LiO2Y as an isolated structure in a non-equilibrium geometry, computed with wB97M-V/def2-TZVPD.

## Properties
Gap between HOMO and LUMO (spin up / spin down)   6.24 / 6.88 eV
HOMO (spin up / spin down)   -10.8 / -11.7 eV
E_tot   -9511.94626 eV
Net charge   +1
Spin multiplicity   2
<S²>   0.751

Structure (XYZ):
```
10
Properties=species:S:1:pos:R:3:forces:R:3
H -3.646 0.714 -0.553 0.25 -0.16 0.20
O -2.944 -0.818 0.593 0.65 1.39 -0.78
C -2.772 0.190 -0.129 -1.35 -1.38 0.38
C -1.465 0.633 -0.438 4.31 0.22 0.34
C -0.195 0.668 -0.422 -3.30 1.21 0.38
Li -1.048 -1.382 0.915 0.04 0.08 -0.51
O 1.978 -1.004 0.183 0.36 0.91 -0.22
C 0.912 -1.583 -0.216 -0.38 -1.63 1.11
Y 2.035 1.140 0.491 -0.94 -1.25 -0.77
H 1.140 -2.464 -0.878 0.36 0.61 -0.13
```
Forces are in eV/Å.


An isolated molecule of C4H2N2 in a non-equilibrium geometry, computed with wB97M-V/def2-TZVPD.

## Properties
Gap between HOMO and LUMO   8.96 eV
HOMO   -10.6 eV
E_tot   -7156.39512 eV
Net charge   0
ΔE to the lowest compared entry with this formula, charge and spin   57.99 kcal/mol
SMILES string   N#C/C=C\C#N

Structure (XYZ):
```
8
Properties=species:S:1:pos:R:3:forces:R:3
N 0.522 1.439 -2.253 -4.89 -2.15 9.82
C -0.048 1.126 -1.136 4.18 -0.21 -8.32
C -0.823 0.146 -0.248 1.67 -0.31 -0.02
C -0.336 -0.643 0.805 3.28 4.93 -5.58
C 1.081 -0.644 1.091 6.56 3.31 -0.92
N 2.260 -0.305 1.051 -6.87 -2.50 0.57
H -1.776 -0.026 -0.770 -0.02 0.20 1.17
H -0.880 -1.093 1.459 -3.91 -3.28 3.28
```
Forces are in eV/Å.


C4H2N2OS as an isolated structure in a non-equilibrium geometry, computed with wB97M-V/def2-TZVPD.

## Properties
Gap between HOMO and LUMO (spin up / spin down)   6.31 / 6.28 eV
HOMO (spin up / spin down)   -7.9 / -7.9 eV
E_tot   -20035.77464 eV
Net charge   0
ΔE to the lowest compared entry with this formula, charge and spin   130.62 kcal/mol

Structure (XYZ):
```
10
Properties=species:S:1:pos:R:3:forces:R:3
C -1.159 0.077 -0.533 -0.71 1.42 -1.80
C -1.026 -0.543 0.668 1.37 1.77 -0.44
C -0.259 1.144 -0.812 -2.71 -1.97 -1.28
C 0.655 0.863 0.840 -0.98 -1.79 1.62
N 0.041 -0.073 1.421 -0.73 -0.18 -0.38
N 0.743 1.670 -0.200 2.29 2.58 -0.03
O 1.708 -0.952 -0.661 -0.76 -0.51 -0.50
S 3.139 -0.847 -0.390 1.16 0.05 0.18
H -2.055 -0.122 -1.224 1.70 0.24 1.10
H -1.787 -1.216 0.890 -0.64 -1.60 1.53
```
Forces are in eV/Å.


An isolated molecule of C4H2N2S in a non-equilibrium geometry, computed with wB97M-V/def2-TZVPD.

## Properties
Gap between HOMO and LUMO   8.09 eV
HOMO   -10.2 eV
E_tot   -17993.23945 eV
Net charge   0
ΔE to the lowest compared entry with this formula, charge and spin   36.79 kcal/mol
SMILES string   N#CCC(=S)C#N

Structure (XYZ):
```
9
Properties=species:S:1:pos:R:3:forces:R:3
N -2.471 0.192 0.453 -0.90 0.50 0.17
C -1.490 -0.298 0.145 0.60 -1.16 -0.02
C -0.206 -0.901 -0.176 1.44 0.41 -3.07
C 0.868 0.312 -0.311 -0.61 -3.35 0.60
S 2.279 -0.005 -0.984 0.35 0.44 -0.38
C 0.557 1.443 0.445 0.38 2.61 2.36
N 0.512 2.254 1.283 -0.26 -1.16 -1.60
H 0.097 -1.787 0.485 -0.30 1.62 -0.89
H -0.145 -1.212 -1.340 -0.70 0.09 2.83
```
Forces are in eV/Å.


C4H2NO2 as an isolated structure in a non-equilibrium geometry, computed with wB97M-V/def2-TZVPD.

## Properties
Gap between HOMO and LUMO   7.49 eV
HOMO   -3.3 eV
E_tot   -9761.58059 eV
Net charge   -1
ΔE to the lowest compared entry with this formula, charge and spin   50.37 kcal/mol

Structure (XYZ):
```
9
Properties=species:S:1:pos:R:3:forces:R:3
C 0.929 -0.700 -0.439 3.11 3.91 0.42
C 1.132 0.365 0.691 0.56 -0.24 1.05
C 2.320 -0.253 0.226 -3.49 -0.78 -0.99
C -1.740 0.486 -0.436 0.48 -0.76 -1.88
N 0.137 0.460 -0.413 -0.25 -0.62 0.06
O -2.203 0.608 0.661 0.10 0.18 0.33
O -2.046 0.376 -1.621 0.64 0.23 1.88
H 0.613 -1.674 -0.437 -0.96 -2.34 0.01
H 0.860 0.331 1.768 -0.19 0.43 -0.88
```
Forces are in eV/Å.


An isolated ion of composition C4H2NO2 and charge -1 in a non-equilibrium geometry, computed with wB97M-V/def2-TZVPD.

## Properties
Gap between HOMO and LUMO (spin up / spin down)   6.00 / 6.02 eV
HOMO (spin up / spin down)   -1.6 / -3.9 eV
E_tot   -9761.18030 eV
Net charge   -1
Spin multiplicity   3
<S²>   2.019
ΔE to the lowest compared entry with this formula, charge and spin   10.06 kcal/mol

Structure (XYZ):
```
9
Properties=species:S:1:pos:R:3:forces:R:3
C -0.939 0.286 0.428 -3.69 1.35 1.59
C -0.092 0.300 -0.704 3.26 -1.93 -0.41
C -0.359 0.318 1.946 -0.66 -2.22 -0.21
C 1.169 -0.392 -0.621 -0.33 -0.01 0.85
N -0.855 -0.728 1.481 1.29 1.40 1.65
O 1.608 -1.141 0.273 0.43 -0.22 0.15
O -0.335 0.770 -1.835 -1.87 1.70 -1.49
H -1.955 0.757 0.533 1.10 -0.07 -1.40
H 1.759 -0.169 -1.501 0.47 0.00 -0.74
```
Forces are in eV/Å.


An isolated ion of composition C4H2NO2S and charge -1 in a non-equilibrium geometry, computed with wB97M-V/def2-TZVPD.

## Properties
Gap between HOMO and LUMO   7.37 eV
HOMO   -3.7 eV
E_tot   -20597.49852 eV
Net charge   -1
ΔE to the lowest compared entry with this formula, charge and spin   110.25 kcal/mol
SMILES string   [O-]C(=S)N1C=C=CO1

Structure (XYZ):
```
10
Properties=species:S:1:pos:R:3:forces:R:3
O 0.159 2.426 1.014 0.71 -1.95 -1.07
C -0.247 1.723 0.079 -0.09 2.21 1.19
S -1.494 2.010 -0.946 -1.82 2.11 -1.18
N 0.288 0.373 -0.237 1.82 2.43 2.39
C 1.024 -0.418 0.526 1.18 -2.26 1.70
C 0.642 -1.773 0.432 -1.07 -0.56 -0.86
C -0.446 -1.601 -0.423 3.03 1.99 1.60
O -0.650 -0.310 -0.803 -0.76 -3.06 -1.16
H 1.823 -0.261 1.291 -0.85 1.42 -1.26
H -1.099 -2.169 -0.934 -2.16 -2.34 -1.35
```
Forces are in eV/Å.


A 2-piece molecular cluster, C4H2NO3 overall in a non-equilibrium geometry, computed with wB97M-V/def2-TZVPD.

## Properties
Gap between HOMO and LUMO   7.63 eV
HOMO   -3.6 eV
E_tot   -11810.89617 eV
Net charge   -1
ΔE to the lowest compared entry with this formula, charge and spin   76.69 kcal/mol

Structure (XYZ):
```
10
Properties=species:S:1:pos:R:3:forces:R:3
C 0.818 1.206 0.078 1.55 1.31 -1.64
C 0.912 -2.075 -0.125 -0.01 -0.17 0.92
C -0.409 0.580 0.036 1.40 0.12 0.91
C -1.745 0.391 -0.179 1.09 0.67 -1.21
N 1.431 -2.502 0.800 0.52 -0.49 0.06
O -2.611 0.250 -0.992 -1.15 -0.38 0.34
O -1.538 0.635 1.121 -0.95 -0.03 0.64
O 1.673 1.239 -0.865 -0.96 -0.71 0.23
H 1.208 1.853 0.900 -1.20 -0.80 0.67
H 0.261 -1.577 -0.775 -0.30 0.47 -0.92
```
Forces are in eV/Å.


An isolated molecule of C4H2O2, computed with wB97M-V/def2-TZVPD.

## Properties
Gap between HOMO and LUMO   9.79 eV
HOMO   -10.9 eV
E_tot   -8271.13937 eV
Net charge   0
ΔE to the lowest compared entry with this formula, charge and spin   32.03 kcal/mol
SMILES string   O=CC#CC=O

Structure (XYZ):
```
8
Properties=species:S:1:pos:R:3:forces:R:3
O 2.054 -1.891 0.715 -0.40 0.20 -0.12
C 1.259 -1.056 0.399 0.37 -0.30 0.09
C -0.201 -1.096 0.233 -0.52 0.49 -0.16
C -1.092 -0.341 -0.114 0.73 -0.40 0.19
C -1.197 1.097 -0.398 0.09 0.31 -0.14
O -0.227 1.642 -0.868 -0.57 -0.07 0.04
H 1.502 -0.001 0.139 0.39 -0.22 0.16
H -2.097 1.646 -0.107 -0.08 -0.02 -0.05
```
Forces are in eV/Å.


An isolated molecule of C4H2O2, computed with wB97M-V/def2-TZVPD.

## Properties
Gap between HOMO and LUMO   9.26 eV
HOMO   -10.6 eV
E_tot   -8270.44509 eV
Net charge   0
ΔE to the lowest compared entry with this formula, charge and spin   48.04 kcal/mol

Structure (XYZ):
```
8
Properties=species:S:1:pos:R:3:forces:R:3
O -0.893 -1.631 -0.042 -0.16 0.59 0.11
C -1.192 -0.485 0.176 0.00 -0.50 -0.07
C -0.156 0.646 0.120 -0.03 0.43 0.07
O -0.488 1.785 0.343 0.21 -0.58 -0.12
C 1.201 0.172 -0.220 0.56 0.26 -0.08
C 2.416 0.583 -0.414 -0.69 -0.09 0.13
H -2.215 -0.157 0.429 0.08 -0.01 -0.02
H 1.327 -0.914 -0.392 0.02 -0.11 -0.02
```
Forces are in eV/Å.


An isolated molecule of C4H2O2 in a non-equilibrium geometry, computed with wB97M-V/def2-TZVPD.

## Properties
Gap between HOMO and LUMO   10.41 eV
HOMO   -11.1 eV
E_tot   -8270.52923 eV
Net charge   0
ΔE to the lowest compared entry with this formula, charge and spin   46.10 kcal/mol
SMILES string   O=CC#CC=O

Structure (XYZ):
```
8
Properties=species:S:1:pos:R:3:forces:R:3
O -1.451 0.891 0.661 -0.08 -1.00 -0.12
C -1.485 -0.128 0.023 -0.55 0.22 0.28
C -0.541 -1.378 0.144 -0.46 1.08 0.20
C 0.476 -0.726 -0.104 0.38 -0.44 0.01
C 1.490 0.291 -0.020 0.75 -0.05 -0.13
O 2.661 0.075 -0.188 -0.09 0.30 0.10
H -2.205 -0.299 -0.780 -0.11 0.05 -0.18
H 1.056 1.274 0.264 0.16 -0.16 -0.15
```
Forces are in eV/Å.